Entry from the Open Molecules 2025 dataset: a molecular structure, C45H45Br2CoGeN2O (ωB97M-V/def2-TZVPD).

Calculated values
LUMO level (spin up / spin down): -0.058 / -0.061 hartree
frontier orbital gap (spin up / spin down): 5.257 / 5.648 eV
HOMO level (spin up / spin down): -0.2512 / -0.2691 Eh

```
! wB97M-V def2-TZVPD RIJCOSX def2/J DEFGRID3
* xyz 0 5
Br -1.4907 -1.3614 0.8851
Br 1.8350 0.7126 -7.3238
Ge -2.4261 2.5860 -0.8411
Co 0.2288 0.1899 -0.0913
O 1.3217 -1.3456 -0.3477
N 1.4172 1.2256 -1.2292
N 0.8836 1.2792 1.2706
C 0.9062 -0.0552 -4.7106
C 0.1824 -5.4080 4.4394
C 1.9656 -4.3776 1.5499
C 0.7053 -4.6545 2.1088
C -1.5067 4.2893 1.2377
C 1.5855 1.0406 -2.6007
C 2.4180 1.8338 -4.7603
C -1.3446 6.6936 1.2723
C 1.2176 -2.3674 0.4757
C 4.7581 -3.2381 1.2799
C 0.4415 -5.8513 2.9808
C -5.3121 2.3429 -0.2124
C 3.6954 -3.2498 0.1469
C -2.0265 5.5406 -0.7506
C -1.3593 0.9424 -0.7046
C -6.1699 1.2092 1.7436
C 2.2682 -3.3107 0.7140
C 2.3453 2.6877 3.1477
C -1.4595 3.5805 -3.3612
C 1.8646 2.1351 0.8448
C 3.9486 -4.5224 -0.6970
C -1.4715 3.7218 -4.7416
C 2.1426 2.0828 -0.5415
C -4.0143 2.1976 0.2595
C 2.5817 2.8862 1.8036
C 1.6812 0.8478 -5.4213
C -1.8726 4.3340 -0.0906
C -0.8190 -6.5936 2.4680
C -2.5610 3.0281 -2.6989
C 2.4142 1.8983 -3.3881
C 3.9650 -2.0446 -0.7539
C -0.3016 -3.7075 1.9392
C 1.6163 -6.8123 3.0458
C -3.6715 2.6264 -3.4546
C -3.6850 2.8084 -4.8294
C -2.5909 3.3563 -5.4750
C -3.8000 1.6778 1.5218
C -4.8729 1.1741 2.2638
C -1.2503 5.4634 1.9220
C 0.8821 0.0290 -3.3206
C 0.6341 1.1140 2.5743
C -0.0285 -2.6224 1.1591
C 1.3262 1.8150 3.5393
C -6.3750 1.8032 0.4994
C -1.7415 6.7149 -0.0713
H 3.7906 -1.1156 -0.1972
H 1.0554 1.6395 4.5735
H -1.7014 -5.9752 2.5404
H -0.5760 3.9185 -2.7546
H 4.6625 -2.3784 1.9504
H -5.5025 2.8345 -1.1672
H 1.0270 -4.8217 4.8280
H 4.7368 -4.1416 1.9042
H 0.2769 -0.6840 -2.7490
H 4.9109 -4.4165 -1.2340
H 3.1599 -4.6512 -1.4408
H 2.9581 3.2007 3.8812
H 1.8943 -7.1311 2.0310
H -7.3613 1.8666 0.0922
H 3.0502 2.6496 -2.9079
H -1.8554 7.6856 -0.5771
H 5.7712 -3.1898 0.8625
H -0.6750 -6.8487 1.4085
H 3.3488 3.5799 1.4613
H 0.4058 -0.8554 -5.2872
H -0.1708 0.4286 2.8192
H -0.5830 4.1402 -5.2218
H -0.9648 5.3738 2.9763
H -2.3222 5.5627 -1.8085
H 2.8110 -5.0574 1.8163
H -4.5620 2.5129 -5.3562
H -2.7829 1.6215 1.9331
H 5.0028 -2.0391 -1.0814
H 3.0055 2.6427 -0.9440
H -1.2941 -3.7944 2.3782
H 3.3180 -1.9972 -1.6420
H 1.4119 -7.7216 3.6232
H -4.5086 2.1634 -2.9402
H -4.6713 0.7640 3.2459
H 2.9442 2.5746 -5.3812
H -1.7883 0.4583 -1.6068
H -0.7022 -4.7775 4.5526
H 3.9714 -5.4365 -0.1135
H 0.0269 -6.2715 5.0917
H -7.0270 0.8143 2.2906
H -1.0728 7.6059 1.7931
H -0.9678 -7.5313 3.0095
H -1.4451 3.3289 1.7360
H 2.4959 -6.3316 3.4828
H -2.5826 3.4546 -6.5468
*
```

Löwdin population analysis, charges in e, atoms 1 to 8: 0.945, 0.722, 0.915, 0.304, -0.210, 0.035, 0.016, -0.109